This record from OMol25 describes a 6-piece molecular cluster, C10H30ClN4O9 overall. The level of theory is wB97M-V/def2-TZVPD.

CARTESIAN COORDINATES (ANGSTROEM)
H  -5.383  -1.994  0.487
C  -5.295  -0.250  -0.358
H  2.553  -3.944  -0.188
H  3.221  -5.143  0.909
C  -1.897  1.912  1.788
H  5.227  -3.116  2.453
H  -3.402  0.713  -3.649
H  -4.839  1.601  -1.050
C  3.357  -4.133  0.523
H  2.547  3.251  -2.479
H  -0.776  -2.030  -4.648
O  -0.954  0.219  -1.027
C  3.356  3.010  -1.790
C  4.207  -3.301  2.790
O  -1.326  4.125  1.627
O  2.118  0.989  -1.941
H  -0.658  -1.061  -3.168
O  -1.405  -1.686  0.360
C  3.353  -3.043  1.561
Cl  -0.396  -0.838  -0.277
H  1.510  0.458  -1.421
H  -2.665  2.347  2.427
H  4.293  -4.136  -0.036
H  -3.599  0.482  -0.458
H  3.837  -2.151  1.163
C  2.974  1.697  -1.052
N  -1.173  -1.396  -3.969
N  -2.513  0.238  -3.597
H  -2.098  1.748  0.729
H  -0.940  3.319  4.075
H  -1.864  0.458  -2.855
H  -1.781  4.491  2.388
O  -2.824  -1.014  -5.375
H  3.356  3.860  -1.107
H  -0.012  2.608  1.230
H  0.617  3.621  3.259
H  4.102  -4.272  3.275
H  4.089  -2.547  3.568
H  -1.714  0.884  2.103
H  1.764  -1.959  1.693
N  -4.531  0.673  -0.799
O  0.285  -1.587  -1.285
C  -0.199  2.909  3.389
C  -2.266  -0.736  -4.351
N  -4.698  -1.304  0.215
H  3.803  1.023  -0.834
O  0.554  -0.304  0.694
H  -3.693  -1.308  0.318
H  4.285  2.895  -2.349
C  -0.807  2.815  1.947
O  -6.510  -0.233  -0.411
H  2.499  2.006  -0.121
O  2.082  -2.787  2.059
H  0.228  1.923  3.570

Atomic forces in eV per Å
0.818 -0.193 0.239
-4.246 -2.676 1.441
-0.020 0.030 -0.059
-0.108 0.091 0.325
-1.554 -2.474 0.086
0.458 -0.669 0.205
0.168 0.132 0.071
-0.039 -0.361 0.382
0.073 -0.212 -0.565
0.039 -0.249 -0.160
0.311 -0.396 0.333
-2.245 2.821 -0.721
-0.203 -0.610 0.350
1.222 0.066 -0.047
0.573 0.304 -0.808
-0.499 -0.041 0.066
0.959 -0.005 0.421
0.828 1.454 -0.505
0.995 -0.052 1.334
0.717 -2.129 2.031
0.091 -0.175 0.063
-0.811 -0.484 -0.539
0.111 0.025 -0.001
0.462 1.284 -0.486
-0.462 0.337 -0.546
0.051 0.920 -0.835
0.983 -1.840 -0.787
-2.154 3.938 2.686
-0.728 0.703 0.018
0.088 -0.507 0.290
-0.204 0.232 0.546
-0.008 -0.143 0.151
-1.803 -1.176 -3.871
0.587 -0.077 0.088
0.154 0.189 0.017
0.057 0.047 0.456
-0.033 -0.131 -0.298
-0.541 0.130 -0.167
0.302 -0.013 0.535
-0.339 0.053 -0.098
4.101 2.934 -1.631
1.153 -1.522 -0.741
0.213 -0.194 -2.433
2.023 -1.006 1.366
0.669 -0.502 0.118
0.361 0.390 0.206
-0.959 -0.545 -0.692
-0.183 -0.888 0.366
-0.022 0.301 0.080
1.931 2.439 1.377
-1.343 0.396 -0.457
-0.336 -0.447 0.082
-1.440 0.406 -0.119
-0.217 0.100 0.838

Computed properties:
Multiplicity: 2
Frontier orbital gap (spin up / spin down), eV: 9.17 / 2.99
Largest force on an atom, hartree/bohr: 0.103
Energy, Ha: -1754.99589
Expectation value of S²: 0.77

These are the Mulliken partial charges, in e, on atoms 1 to 2: 0.188 0.523